Record 1
{
  "formula": "C23H31IN9O2PSTl",
  "method": "ωB97M-V with the def2-TZVPD basis set",
  "species": ["Tl", "I", "S", "P", "O", "O", "N", "N", "N", "N", "N", "N", "N", "N", "N", "C", "C", "C", "C", "C", "C", "C", "C", "C", "C", "C", "C", "C", "C", "C", "C", "C", "C", "C", "C", "C", "C", "C", "H", "H", "H", "H", "H", "H", "H", "H", "H", "H", "H", "H", "H", "H", "H", "H", "H", "H", "H", "H", "H", "H", "H", "H", "H", "H", "H", "H", "H", "H", "H"],
  "xyz": [[-0.4307, -1.1368, -0.9540], [-3.1121, -2.3341, 0.4919], [1.3780, -1.4336, -3.4954], [1.8216, -0.5741, 1.6097], [-1.3632, 0.7262, -2.2638], [-2.2083, 4.5352, 1.3677], [-1.3102, 4.1079, -3.1231], [-1.9523, 0.7347, 0.5388], [3.3594, 0.3113, 3.8275], [0.9833, -3.1200, -5.5667], [0.0450, -3.8982, -6.1113], [-1.5892, -2.6014, -3.2536], [-0.7487, -2.9600, -4.3011], [3.5803, -2.0131, 3.2004], [4.5803, -0.3361, 1.8425], [-1.5030, 1.9509, -2.1289], [-2.2830, -4.5205, -5.5755], [0.5374, -2.5175, -4.4534], [-2.2248, 0.2930, 1.8331], [2.3516, -2.1701, 2.4641], [-2.3731, 1.9013, 0.2167], [3.4929, -1.1378, 4.3020], [-1.0067, -3.8199, -5.3666], [4.5380, 0.6020, 2.8954], [-2.6725, -1.0021, 2.1045], [-2.0317, 1.1549, 2.9229], [-1.1943, 2.8443, -3.2740], [-2.7433, -0.5472, 4.4573], [3.5173, -0.1970, 0.8769], [4.7126, -1.6907, 2.3506], [-0.9026, 2.2297, -4.5875], [2.0706, 0.5254, 3.1333], [-2.9386, -1.4182, 3.3966], [-2.8885, 4.7796, 0.1597], [-1.7757, 4.7373, -2.0751], [-2.2934, 4.0103, -1.0046], [-2.0970, 2.6221, -0.9990], [-2.2930, 0.7437, 4.2159], [2.4884, -2.9461, 1.7055], [-3.1218, -3.8252, -5.5541], [-3.3178, -2.4119, 3.5754], [-2.0511, -3.4330, -2.8853], [-1.6951, 5.8133, -2.0620], [2.0113, 1.5707, 2.8133], [1.2524, 0.3420, 3.8368], [-0.1429, 1.4569, -4.4774], [5.6362, -1.7786, 2.9258], [-2.1747, 1.4380, 5.0343], [-2.9669, -0.8677, 5.4626], [-2.3119, -1.9545, -3.5744], [-2.9997, 2.4523, 0.9181], [4.4237, 1.6201, 2.5115], [3.5158, 0.8209, 0.4758], [-2.4440, -5.2773, -4.8056], [3.4161, 0.9326, 4.6400], [5.4532, 0.5400, 3.4910], [-1.7986, 1.7543, -4.9911], [4.3984, -1.2055, 4.9109], [-2.2629, -5.0187, -6.5423], [1.8937, -3.0323, -6.0006], [-3.9290, 4.4384, 0.2721], [-1.7687, 5.3368, 1.6720], [4.7549, -2.3916, 1.5181], [-1.6789, 2.1575, 2.7265], [-0.5768, 2.9984, -5.2841], [2.6243, -1.3723, 4.9240], [1.5580, -2.5016, 3.1396], [3.6989, -0.8791, 0.0422], [-2.9156, 5.8413, -0.0896]],
  "max_force_ha_per_bohr": 0.04495,
  "e_tot_ev": -74750.7550,
  "gap_ev": [6.07, 4.32],
  "total_charge": 3
}

***

Record 2
{
  "formula": "C23H31N2O4ReS",
  "method": "ωB97M-V with the def2-TZVPD basis set",
  "species": ["Re", "S", "O", "O", "O", "O", "N", "N", "C", "C", "C", "C", "C", "C", "C", "C", "C", "C", "C", "C", "C", "C", "C", "C", "C", "C", "C", "C", "C", "C", "C", "H", "H", "H", "H", "H", "H", "H", "H", "H", "H", "H", "H", "H", "H", "H", "H", "H", "H", "H", "H", "H", "H", "H", "H", "H", "H", "H", "H", "H", "H", "H"],
  "xyz": [[0.7918, -0.2492, -0.2124], [1.1500, 0.1143, -2.6119], [-3.8381, 0.6718, -7.1926], [1.7912, -1.4869, -0.6122], [-4.0584, 2.5971, -6.1173], [1.5336, -1.1067, 1.8221], [-0.0066, -2.7341, 2.3898], [1.9750, -2.4125, 3.5927], [1.9155, 3.0237, 0.5030], [3.1728, -1.6304, 3.8681], [-0.5145, -3.6719, 3.3908], [-1.0271, -2.1907, 1.5195], [-1.2742, 1.2860, -0.7805], [-1.1111, -0.4449, -4.0563], [-3.4791, 1.5592, -6.2425], [-1.4244, 2.1503, -4.9873], [-1.1263, 0.9820, 1.5682], [0.6310, 2.2134, 0.4213], [0.6356, -4.3974, 4.0486], [-2.3277, 1.1652, -5.3672], [-0.3647, 1.8366, -4.1500], [-1.8386, 0.7827, 0.3821], [3.1631, 2.1393, 0.5759], [-0.2130, 0.5453, -3.6527], [-3.1937, 0.1447, 0.3468], [-0.0791, 2.0103, -0.7630], [2.0377, 4.0403, -0.6289], [-2.1590, -0.1394, -4.9075], [1.1540, -2.0301, 2.5934], [1.5772, -3.3631, 4.6273], [0.0796, 1.6627, 1.5757], [0.6036, 1.8057, 2.5130], [-1.5673, 3.1598, -5.3492], [3.9575, -2.3062, 4.2040], [3.5012, -1.1246, 2.9675], [-0.6447, -1.7212, 0.5994], [-3.9522, 0.9116, 0.5190], [-3.3195, -0.6083, 1.1187], [-1.1085, -3.1348, 4.1409], [-1.8004, 1.1603, -1.7063], [-1.6189, -1.4596, 2.0609], [2.4833, -3.8305, 5.0112], [-1.1799, -4.3665, 2.8788], [-3.1958, -0.0449, -7.2529], [-0.9799, -1.4557, -3.6889], [3.1229, 1.4411, 1.4135], [-3.3920, -0.2997, -0.6276], [-1.7007, -2.9752, 1.1776], [1.1043, -2.8319, 5.4611], [-1.5358, 0.6364, 2.5086], [2.9877, -0.8911, 4.6518], [0.3517, 2.6027, -3.8777], [0.2692, -5.0580, 4.8330], [2.0774, 3.5508, -1.6044], [2.9675, 4.5967, -0.5176], [1.8430, 3.5719, 1.4480], [4.0460, 2.7674, 0.6965], [3.2850, 1.5652, -0.3451], [1.1585, -5.0046, 3.3077], [-2.8638, -0.9136, -5.1894], [0.3148, 2.4338, -1.6677], [1.2136, 4.7551, -0.6275]],
  "max_force_ha_per_bohr": 0.02380,
  "e_tot_ev": -48483.2781,
  "gap_ev": [7.24, 6.44],
  "total_charge": 1,
  "s_squared": 0.759,
  "relative_energy_kcal_mol": 48.3,
  "multiplicity": 2
}

***

Record 3
{
  "formula": "C23H31N3O2S",
  "method": "ωB97M-V with the def2-TZVPD basis set",
  "species": ["S", "O", "O", "N", "N", "N", "C", "C", "C", "C", "C", "C", "C", "C", "C", "C", "C", "C", "C", "C", "C", "C", "C", "C", "C", "C", "C", "C", "C", "H", "H", "H", "H", "H", "H", "H", "H", "H", "H", "H", "H", "H", "H", "H", "H", "H", "H", "H", "H", "H", "H", "H", "H", "H", "H", "H", "H", "H", "H", "H"],
  "xyz": [[3.5656, -2.7218, 0.8880], [0.1556, 1.0124, 1.0686], [1.7663, -2.8355, -1.4659], [2.1779, 1.5452, 0.1766], [-0.1321, -2.8577, -0.2879], [-2.8389, -1.7418, -0.1183], [-2.3157, -2.3950, -1.3048], [1.9925, 3.8726, 0.9776], [3.0371, -1.0528, 0.6982], [1.3013, 0.6696, 0.7961], [-0.8002, -2.2866, -1.4526], [-1.8985, -1.7858, 0.9937], [5.2644, -0.4422, -0.1969], [5.6714, 1.7803, -0.9609], [6.1243, 0.4853, -0.7320], [-4.1776, 0.0294, 0.9268], [3.9466, -0.1032, 0.1239], [1.6496, 2.8674, -0.1178], [4.3765, 2.1380, -0.6613], [-5.0024, 1.2807, 0.6413], [1.9773, -3.6140, 0.7707], [-4.1011, 2.3918, 0.1133], [-2.5630, 0.6698, -0.8728], [1.8006, -0.6503, 1.0685], [-3.4761, -0.4496, -0.3460], [-0.9781, -2.9997, 0.8765], [3.4794, 1.2098, -0.1145], [1.1928, -3.0653, -0.4167], [-3.3814, 1.9286, -1.1482], [-0.4578, -2.8222, -2.3425], [-0.4923, -1.2400, -1.5555], [5.5911, -1.4540, -0.0110], [-3.4323, 0.2688, 1.6858], [0.5632, 2.7555, -0.1693], [-4.1184, 1.7193, -1.9288], [6.3397, 2.5180, -1.3796], [1.1046, -1.2979, 1.5728], [-2.0773, 0.3509, -1.7982], [-1.7896, 0.8966, -0.1378], [-2.5901, -3.4576, -1.2647], [-4.2504, -0.6413, -1.1021], [1.4705, -3.5813, 1.7313], [-0.3837, -3.0767, 1.7865], [7.1398, 0.2137, -0.9740], [-4.6919, 3.2854, -0.1000], [-4.8162, -0.7696, 1.3075], [-2.4688, -1.8746, 1.9243], [-1.2804, -0.8791, 1.0543], [-1.5780, -3.9140, 0.7929], [1.5869, 4.8478, 0.7216], [2.0130, 3.1950, -1.0934], [-2.7244, 2.7209, -1.5147], [3.0683, 3.9614, 1.1105], [-3.3613, 2.6486, 0.8743], [-5.5027, 1.6079, 1.5553], [1.5535, 3.5501, 1.9184], [-5.7731, 1.0525, -0.0990], [4.0676, 3.1520, -0.8515], [-2.7890, -1.9717, -2.1919], [2.2657, -4.6438, 0.5554]],
  "max_force_ha_per_bohr": 0.01445,
  "e_tot_ev": -43756.0905,
  "gap_ev": 8.17,
  "smiles": "CCn1c(=O)cc(SCC(=O)N2CCN(C3CCCCC3)CC2)c2ccccc21",
  "relative_energy_kcal_mol": 16.7
}